Entry 1:
ORCA calculation (ωB97M-V/def2-TZVPD) on a structure of composition C30H67B2CaClCs2F7IMgN3O14S3Si2 at a distorted geometry.

```
! RIJCOSX wB97M-V def2-TZVPD def2/J DEFGRID3
* xyz 1 1
C 3.42 1.29 3.13
C 2.26 2.19 2.81
O 2.07 2.17 1.40
C 1.43 3.27 0.83
C -0.09 3.21 0.83
C -0.76 2.05 0.10
I 0.59 0.75 -1.02
O -1.53 1.37 1.01
B -2.61 0.63 0.33
C -2.26 -0.97 0.48
C -2.05 -1.26 1.98
C -2.45 -2.66 2.35
Cl -2.68 -2.81 4.12
C -4.18 0.99 0.88
C -5.08 -0.21 1.13
C -6.37 0.20 1.81
C -6.17 0.85 3.13
O -5.12 0.82 3.72
O -7.18 1.45 3.72
C -7.45 2.72 3.04
C -6.43 3.79 3.47
O -2.54 1.20 -1.03
C -1.87 2.38 -0.96
S -2.79 3.89 -0.53
H 4.15 1.39 2.33
H 3.10 0.26 3.13
H 3.89 1.55 4.07
H 1.37 1.80 3.29
H 2.46 3.21 3.15
H 1.80 3.39 -0.18
H 1.71 4.18 1.35
H -0.42 4.15 0.41
H -0.46 3.18 1.85
H -3.03 -1.63 0.10
H -1.33 -1.19 -0.04
H -2.75 -0.63 2.52
H -1.05 -1.02 2.30
H -1.69 -3.38 2.08
H -3.38 -2.94 1.89
H -4.66 1.57 0.11
H -4.08 1.64 1.74
H -5.35 -0.63 0.17
H -4.63 -0.99 1.74
H -6.95 0.86 1.16
H -6.95 -0.70 2.03
H -7.38 2.55 2.00
H -8.46 2.98 3.31
H -6.94 4.64 3.92
H -5.74 3.39 4.22
H -5.87 4.10 2.60
H -1.40 2.60 -1.92
H -4.17 3.58 -0.46
Cs -3.78 0.95 5.30
N -10.23 4.38 0.84
S -11.62 5.19 0.69
O -11.71 5.93 -0.51
O -12.04 5.78 1.91
F -12.52 3.92 0.49
S -8.94 5.23 1.00
O -7.80 4.41 0.81
O -8.91 6.13 2.12
F -8.95 6.18 -0.24
Mg -8.26 -0.62 0.01
F -5.60 3.78 -0.33
C -3.06 -8.03 9.11
O -2.05 -7.36 9.82
C -0.72 -7.40 9.28
C -0.30 -6.11 8.66
N -1.06 -5.88 7.45
C -0.86 -4.55 6.85
C -1.26 -3.33 7.64
O -2.66 -3.15 7.84
C -3.27 -3.81 8.91
H -3.97 -8.04 9.71
H -3.27 -7.55 8.15
H -2.80 -9.07 8.94
H -0.61 -8.18 8.50
H -0.05 -7.67 10.10
H 0.77 -6.17 8.42
H -0.42 -5.32 9.42
H -2.05 -5.99 7.65
H -1.41 -4.53 5.91
H 0.20 -4.44 6.59
H -0.94 -2.48 7.05
H -0.74 -3.25 8.61
H -2.58 -3.93 9.76
H -3.66 -4.80 8.62
H -4.12 -3.22 9.24
C 3.24 0.33 -3.39
O 3.65 -0.40 -4.55
C 3.35 0.18 -5.70
O 2.78 1.23 -5.84
O 3.79 -0.59 -6.70
C 3.53 -0.07 -8.00
H 3.54 -0.26 -2.53
H 3.72 1.30 -3.36
H 2.16 0.45 -3.39
H 4.02 0.89 -8.14
H 2.46 0.03 -8.17
H 3.95 -0.79 -8.70
Ca -1.39 -9.88 8.37
B 1.68 -1.38 5.40
F 1.10 -1.43 4.11
F 0.67 -1.72 6.34
F 2.72 -2.30 5.49
F 2.12 -0.08 5.67
C 7.67 2.86 -12.45
Si 8.73 1.71 -11.45
C 10.42 2.52 -11.24
C 8.93 0.10 -12.42
N 7.98 1.43 -9.91
Si 8.52 0.45 -8.59
C 10.18 1.05 -7.92
C 8.68 -1.36 -9.10
C 7.28 0.55 -7.21
H 8.13 3.05 -13.43
H 6.68 2.43 -12.63
H 7.54 3.82 -11.95
H 10.75 2.86 -12.23
H 11.17 1.82 -10.85
H 10.38 3.38 -10.57
H 7.99 -0.46 -12.45
H 9.70 -0.54 -12.00
H 9.21 0.37 -13.44
H 11.00 0.83 -8.60
H 10.36 0.53 -6.98
H 10.17 2.12 -7.73
H 7.78 -1.71 -9.60
H 8.82 -1.95 -8.19
H 9.53 -1.53 -9.75
H 6.30 0.19 -7.53
H 7.17 1.58 -6.85
H 7.60 -0.07 -6.36
Cs -6.44 6.29 4.64
*
```

Output
Electronic energy, Eh: -6598.5196
Max |F|, eV Å⁻¹: 9.62
Relative energy (zero: lowest compared OMol25 entry of this formula, charge and spin), kJ/mol: 0.0

=====

Entry 2:
ORCA calculation (ωB97M-V/def2-TZVPD) on a cluster of 4 separate species, C30H67N5O3 in total.

```
! RIJCOSX wB97M-V def2-TZVPD def2/J DEFGRID3
* xyz 0 1
C -0.01 -3.41 -2.42
C 1.48 -3.59 -2.71
C 1.99 -5.02 -2.45
C 2.64 -5.26 -1.08
C 1.78 -4.97 0.16
C 1.56 -3.49 0.50
C 1.46 -3.24 2.03
C 0.42 -2.18 2.38
C 0.67 -0.80 1.75
C 1.73 0.04 2.46
N 3.11 -0.20 1.99
C 3.38 0.15 0.69
O 3.67 -0.58 -0.21
O 3.36 1.54 0.54
N 2.41 1.86 -0.47
C 2.72 2.86 -1.12
O 2.92 3.76 -1.81
H -0.61 -3.63 -3.30
H -0.35 -4.08 -1.62
H -0.23 -2.38 -2.11
H 2.06 -2.88 -2.12
H 1.67 -3.35 -3.76
H 2.74 -5.26 -3.21
H 1.18 -5.74 -2.61
H 3.59 -4.71 -1.00
H 2.91 -6.32 -1.04
H 2.30 -5.42 1.01
H 0.82 -5.50 0.09
H 2.38 -2.91 0.09
H 0.63 -3.13 0.05
H 1.20 -4.18 2.52
H 2.45 -2.94 2.39
H 0.35 -2.05 3.46
H -0.56 -2.55 2.03
H -0.27 -0.24 1.81
H 0.89 -0.89 0.68
H 1.70 -0.15 3.53
H 1.52 1.10 2.29
H 3.43 -1.14 2.14
C 9.04 6.12 -0.12
C 7.84 7.03 0.12
N 7.12 7.34 -1.10
C 6.18 8.43 -0.96
C 4.99 8.23 -0.01
C 6.66 6.19 -1.87
C 5.75 5.18 -1.17
H 9.69 6.53 -0.89
H 9.62 6.02 0.81
H 8.75 5.11 -0.42
H 8.20 7.97 0.53
H 7.20 6.57 0.89
H 5.81 8.69 -1.95
H 6.74 9.30 -0.62
H 4.24 7.55 -0.43
H 4.49 9.19 0.15
H 5.30 7.85 0.96
H 7.54 5.66 -2.24
H 6.16 6.57 -2.77
H 6.13 4.90 -0.18
H 5.69 4.27 -1.77
H 4.73 5.55 -1.05
C -3.72 -0.08 -2.92
C -3.90 -1.49 -3.46
N -4.33 -2.44 -2.45
C -4.20 -3.82 -2.85
C -5.04 -4.33 -4.03
C -5.54 -2.08 -1.73
C -6.83 -1.86 -2.53
H -3.06 -0.08 -2.05
H -3.27 0.55 -3.69
H -4.67 0.38 -2.64
H -2.94 -1.85 -3.84
H -4.58 -1.45 -4.33
H -4.39 -4.45 -1.98
H -3.14 -3.98 -3.10
H -6.09 -4.45 -3.76
H -4.68 -5.31 -4.35
H -4.99 -3.66 -4.89
H -5.33 -1.17 -1.16
H -5.72 -2.85 -0.98
H -6.66 -1.22 -3.40
H -7.57 -1.35 -1.90
H -7.28 -2.79 -2.87
C -5.12 1.45 5.10
C -4.58 0.89 3.80
N -4.09 -0.47 3.92
C -3.30 -0.91 2.78
C -3.99 -1.02 1.42
C -5.03 -1.44 4.45
C -6.37 -1.61 3.71
H -4.38 1.35 5.90
H -5.35 2.51 4.99
H -6.03 0.94 5.42
H -3.74 1.51 3.47
H -5.36 1.00 3.02
H -2.85 -1.87 3.03
H -2.46 -0.20 2.68
H -4.66 -1.88 1.37
H -3.25 -1.15 0.63
H -4.57 -0.12 1.18
H -5.25 -1.16 5.48
H -4.52 -2.40 4.51
H -6.83 -0.65 3.48
H -7.06 -2.17 4.34
H -6.26 -2.17 2.78
*
```

Output
Electronic energy, Eh: -1682.6442
Structure (SMILES): CCCCCCCCCCNC(=O)ON=C=O.CCN(CC)CC.CCN(CC)CC.CCN(CC)CC
Max |F|, eV Å⁻¹: 0.75